A structure of composition C45H42B2F9LiN2O20, computed with wB97M-V/def2-TZVPD.

Its net charge is 0. Its LUMO energy is -3.5 eV.

XYZ file:
```
121
Properties=species:S:1:pos:R:3:lowdin_charge:R:1
C 4.676 5.282 2.573 0.14
C 3.721 4.673 2.126 -0.05
C 2.417 3.881 1.881 -0.04
C 2.471 2.658 1.207 0.04
B 3.816 1.980 0.617 -0.51
O 3.955 0.565 0.692 0.10
N 4.947 2.732 0.013 -0.15
C 4.862 2.758 -1.464 -0.09
C 6.272 2.245 0.497 -0.06
C 1.077 1.928 1.066 -0.26
O 1.071 0.869 0.448 0.10
C -0.247 2.487 1.711 0.02
C -1.478 1.500 1.559 -0.19
O -1.918 1.035 2.586 0.18
C -2.087 1.193 0.114 -0.25
F -1.219 1.826 -0.805 0.06
F -3.325 1.824 0.055 0.12
C -2.286 -0.343 -0.177 -0.24
F -1.121 -1.083 -0.063 0.13
F -3.177 -0.829 0.801 0.11
C -2.944 -0.690 -1.582 -0.23
F -2.629 0.197 -2.598 0.10
F -2.389 -1.939 -1.949 0.07
C -4.520 -0.870 -1.582 -0.35
O -5.212 -0.069 -2.167 0.17
O -5.183 -1.942 -0.976 0.08
C -0.313 3.706 2.377 -0.03
C -1.647 4.194 3.033 -0.11
C -2.007 5.722 2.773 -0.14
C -3.166 5.940 1.725 -0.19
C -4.347 6.777 2.138 -0.04
C -5.478 7.086 1.219 -0.06
C -5.402 6.527 -0.170 -0.08
C -4.257 5.661 -0.582 -0.08
C -3.128 5.354 0.345 -0.04
C 1.052 4.499 2.437 -0.22
O 1.157 5.604 2.939 0.12
H 5.395 6.089 2.860 0.08
H 4.384 0.243 -0.133 0.08
H 3.758 2.957 -1.727 0.03
H 5.255 1.819 -1.964 0.07
H 5.419 3.690 -1.813 0.11
H 6.121 1.715 1.491 0.10
H 6.825 1.595 -0.242 0.10
H 6.902 3.160 0.748 0.10
H -4.729 -2.762 -1.292 0.09
H -1.511 4.083 4.160 0.14
H -2.554 3.582 2.772 0.12
H -2.398 6.134 3.759 0.12
H -1.143 6.368 2.451 0.11
H -4.398 7.216 3.193 0.09
H -6.307 7.742 1.593 0.10
H -6.236 6.787 -0.870 0.09
H -4.207 5.220 -1.621 0.10
H -2.238 4.716 0.089 0.09
Li 1.832 3.280 -1.785 0.85
C -7.483 -7.537 -1.241 0.08
C -7.101 -6.292 -1.538 -0.22
C -5.737 -5.792 -1.189 -0.29
O -5.420 -4.654 -1.496 0.09
C -4.832 -6.697 -0.485 0.08
C -5.215 -7.942 -0.184 -0.22
C -6.569 -8.452 -0.556 -0.31
O -6.873 -9.597 -0.281 0.12
O -4.396 -8.792 0.467 0.11
O -7.930 -5.431 -2.167 0.11
H -8.467 -7.912 -1.489 0.14
H -3.854 -6.317 -0.224 0.14
H -4.903 -9.622 0.562 0.12
H -7.422 -4.603 -2.268 0.12
C 2.445 -4.351 -6.338 -0.02
O 1.491 -3.284 -6.256 0.01
C 1.092 -3.023 -5.013 -0.61
O 1.458 -3.594 -4.016 0.12
O 0.223 -1.997 -5.050 0.00
C -0.256 -1.623 -3.765 -0.06
H 2.707 -4.484 -7.387 0.10
H 3.351 -4.097 -5.788 0.09
H 2.016 -5.283 -5.969 0.11
H 0.574 -1.298 -3.133 0.10
H -0.796 -2.443 -3.298 0.09
H -0.941 -0.786 -3.892 0.08
F -5.209 6.884 5.176 0.04
C -6.129 5.904 5.219 -0.29
C -7.442 6.212 5.529 -0.02
C -8.391 5.198 5.565 -0.08
C -8.015 3.886 5.299 -0.09
C -6.692 3.588 4.993 -0.08
C -5.745 4.602 4.947 -0.02
H -7.715 7.239 5.742 0.12
H -9.423 5.430 5.800 0.11
H -8.755 3.095 5.331 0.10
H -6.399 2.564 4.790 0.11
H -4.711 4.389 4.701 0.11
C 5.668 -2.539 -2.579 -0.03
C 4.897 -1.272 -2.463 -0.20
N 4.294 -0.288 -2.371 0.13
H 5.134 -3.344 -2.074 0.09
H 5.796 -2.801 -3.630 0.08
H 6.649 -2.418 -2.120 0.09
B 5.455 -6.213 -7.435 -1.03
O 5.520 -5.315 -6.259 0.20
C 6.663 -5.557 -5.633 -0.41
O 7.025 -4.989 -4.629 0.11
C 7.407 -6.618 -6.357 -0.41
O 8.481 -7.068 -6.049 0.14
O 6.702 -7.005 -7.414 0.22
F 5.379 -5.447 -8.630 0.10
F 4.326 -7.071 -7.332 0.11
C 5.322 -0.488 3.856 -0.04
O 6.427 -1.183 3.280 0.00
C 7.264 -1.726 4.177 -0.61
O 7.151 -1.668 5.375 0.13
O 8.247 -2.342 3.507 0.00
C 9.220 -2.971 4.341 -0.04
H 4.718 -0.095 3.039 0.07
H 4.706 -1.167 4.447 0.10
H 5.669 0.348 4.466 0.10
H 8.759 -3.749 4.952 0.10
H 9.722 -2.234 4.970 0.10
H 9.962 -3.434 3.692 0.09
```